{"formula": "C29H20Cl5N7O4SeTi", "method": "the ωB97M-V functional and the def2-TZVPD basis", "elements": ["Se", "Ti", "Cl", "Cl", "Cl", "Cl", "Cl", "O", "O", "O", "O", "N", "N", "N", "N", "N", "N", "N", "C", "C", "C", "C", "C", "C", "C", "C", "C", "C", "C", "C", "C", "C", "C", "C", "C", "C", "C", "C", "C", "C", "C", "C", "C", "C", "C", "C", "C", "H", "H", "H", "H", "H", "H", "H", "H", "H", "H", "H", "H", "H", "H", "H", "H", "H", "H", "H", "H"], "xyz": [[1.399, 0.171, -3.082], [0.827, -0.393, -0.380], [4.788, -5.513, 0.065], [4.461, -0.121, -0.198], [6.207, -2.725, -0.260], [1.679, -5.734, -0.430], [-1.617, -3.099, -0.172], [0.641, 1.232, -4.035], [2.655, -0.567, -3.764], [0.309, -0.896, -2.367], [1.797, 0.887, -1.607], [-0.084, 1.612, 0.496], [1.178, -0.277, 1.998], [0.103, 3.556, -0.961], [-2.647, -0.405, -0.978], [2.214, 3.631, 0.056], [-3.808, -1.004, -1.321], [-1.055, 0.490, 2.400], [1.636, -3.011, -0.797], [0.114, -0.133, 2.798], [2.506, -4.210, -0.523], [-3.568, 2.037, 1.628], [-1.062, 1.303, 1.391], [0.130, -0.599, 4.124], [3.540, 3.692, -0.069], [-0.520, 2.725, -0.222], [3.692, -1.689, -0.334], [-2.296, 2.078, 1.089], [1.279, -1.135, 4.646], [-4.129, -2.298, -0.901], [-1.534, -0.585, -0.643], [-3.319, -3.263, -0.467], [-1.970, 2.940, 0.063], [3.436, 3.734, -2.441], [-5.602, -2.553, -1.031], [-4.193, 3.763, 0.043], [3.823, -4.106, -0.310], [-2.901, 3.810, -0.472], [4.205, 3.733, -1.279], [1.496, 3.588, -1.062], [2.277, -1.720, -0.479], [-4.523, 2.889, 1.080], [2.297, -0.786, 2.530], [2.067, 3.682, -2.338], [2.411, -1.202, 3.837], [4.472, -2.801, -0.299], [0.817, -2.416, 0.277], [-0.782, -0.505, 4.697], [1.221, -3.108, -1.816], [-4.570, -0.348, -1.354], [3.140, -0.876, 1.864], [-3.797, 1.356, 2.438], [-6.153, -2.026, -0.248], [3.907, 3.745, -3.416], [3.349, -1.608, 4.188], [-5.538, 2.879, 1.463], [-4.958, 4.415, -0.364], [-3.714, -4.216, -0.157], [5.286, 3.747, -1.312], [-5.809, -3.617, -0.947], [-1.501, -3.662, -1.656], [-5.969, -2.207, -2.000], [1.424, 3.616, -3.203], [-2.622, 4.486, -1.270], [1.304, -1.497, 5.668], [-1.946, -2.583, 1.269], [4.100, 3.699, 0.863]], "total_energy_ha": -7352.849175, "e_above_lowest_kj_mol": 1381.8, "lumo_energy_ev": [3.86, 3.86], "orbital_gap_ev": [4.95, 4.95], "molar_mass_g_mol": 834.6, "total_charge": -2}

{"formula": "C3H13N7O", "method": "the ωB97M-V functional and the def2-TZVPD basis", "elements": ["O", "N", "N", "N", "N", "N", "N", "N", "C", "C", "C", "H", "H", "H", "H", "H", "H", "H", "H", "H", "H", "H", "H", "H"], "xyz": [[1.299, -3.019, -0.203], [2.921, 2.244, -0.905], [5.232, 1.346, 1.249], [-10.549, -2.188, 1.367], [7.606, 1.162, 1.251], [3.964, -0.561, -0.599], [2.654, -0.644, -0.751], [6.256, 0.318, -0.474], [6.315, 0.995, 0.800], [5.010, -0.058, -0.654], [2.980, 3.385, -0.993], [2.178, -1.565, -0.701], [7.801, 1.932, 1.830], [8.440, 0.762, 0.880], [6.936, 0.388, -1.266], [5.279, 1.765, 2.239], [-10.766, -1.771, 0.439], [0.644, -3.804, -0.118], [-9.539, -2.461, 1.644], [-11.026, -1.395, 1.901], [3.120, 4.524, -1.025], [1.712, -3.187, 0.626], [2.273, 0.278, -1.051], [-11.117, -3.066, 1.216]], "total_energy_ha": -579.978073, "lumo_energy_ev": -5.90, "orbital_gap_ev": 8.52, "molar_mass_g_mol": 163.2, "total_charge": 2}